1.
{"formula": "C24H60Cl2F3N4O12S", "method": "the ωB97M-V functional and the def2-TZVPD basis", "charge": 1, "symbols": ["C", "C", "Cl", "C", "Cl", "N", "C", "N", "C", "C", "N", "N", "C", "O", "O", "S", "O", "O", "C", "F", "F", "F", "H", "H", "H", "H", "H", "H", "H", "H", "H", "H", "H", "H", "C", "C", "O", "H", "H", "H", "H", "H", "H", "C", "C", "O", "H", "H", "H", "H", "H", "H", "C", "C", "O", "H", "H", "H", "H", "H", "H", "C", "C", "O", "H", "H", "H", "H", "H", "H", "C", "C", "O", "H", "H", "H", "H", "H", "H", "C", "C", "O", "H", "H", "H", "H", "H", "H", "C", "C", "O", "H", "H", "H", "H", "H", "H", "C", "C", "O", "H", "H", "H", "H", "H", "H"], "positions_angstrom": [[5.9912, -1.1674, -1.1788], [4.6690, -0.7915, -0.5841], [4.6542, -0.6017, 1.1449], [3.5293, -0.5846, -1.2334], [3.4346, -0.7116, -2.9727], [2.3273, -0.2468, -0.5496], [1.8616, 1.0394, -0.8405], [2.5956, 2.1520, -0.5348], [3.3835, 2.7546, -1.6260], [4.5494, 3.5007, -1.0034], [5.0845, 3.0815, 0.0576], [0.6561, 1.1352, -1.3571], [0.0937, 2.4913, -1.6067], [-0.2163, 3.1622, -0.4109], [-0.8752, 2.2354, 0.4370], [-0.3050, -0.2829, -1.6679], [0.3812, -1.3160, -2.3598], [-0.8615, -0.6894, -0.4008], [-1.7538, 0.2168, -2.7450], [-2.2032, -0.9066, -3.2481], [-1.2699, 0.9347, -3.7683], [-2.6878, 0.8525, -2.0968], [6.6498, -0.3022, -1.0682], [6.4168, -2.0054, -0.6284], [5.9165, -1.4579, -2.2202], [2.4030, -0.4419, 0.4477], [3.2152, 1.8757, 0.2324], [3.8018, 2.0293, -2.3300], [2.8254, 3.4827, -2.2188], [4.8754, 4.4274, -1.4823], [5.8286, 3.7291, 0.3309], [-0.8242, 2.4224, -2.1939], [0.8004, 3.1140, -2.1437], [-0.4552, 2.3469, 1.3012], [-0.5383, -1.2904, 1.6912], [0.5320, -2.1812, 1.0846], [0.1094, -2.6914, -0.1766], [-1.4705, -1.8392, 1.8225], [-0.2219, -0.9022, 2.6589], [-0.7500, -0.4466, 1.0278], [0.7389, -3.0346, 1.7280], [1.4678, -1.6190, 0.9506], [-0.0654, -1.9330, -0.7465], [7.8386, 5.8052, 3.7922], [6.6315, 5.0398, 3.2881], [6.7182, 4.7974, 1.8791], [7.9312, 6.7570, 3.2690], [7.7589, 5.9992, 4.8619], [8.7571, 5.2424, 3.6104], [5.7194, 5.6106, 3.4522], [6.5362, 4.0828, 3.8101], [7.5206, 4.2870, 1.7271], [4.1169, -5.0306, -2.8468], [4.6194, -5.1103, -1.4179], [4.3108, -3.9196, -0.6894], [4.5568, -4.1724, -3.3578], [4.3678, -5.9349, -3.4021], [3.0319, -4.9018, -2.8676], [5.7025, -5.2196, -1.3975], [4.1791, -5.9697, -0.9035], [3.3529, -3.8228, -0.6895], [-5.8555, -1.0974, -2.4600], [-6.7665, -0.0194, -1.9022], [-6.5967, 0.0988, -0.4879], [-6.0660, -2.0567, -1.9874], [-5.9851, -1.2015, -3.5384], [-4.8083, -0.8608, -2.2558], [-7.8112, -0.2643, -2.0873], [-6.5532, 0.9486, -2.3693], [-5.6767, 0.3260, -0.3263], [1.3020, -6.0390, -0.2573], [1.3274, -5.8794, 1.2508], [1.7008, -7.0934, 1.8946], [0.6009, -6.8233, -0.5428], [1.0078, -5.1079, -0.7447], [2.2872, -6.3339, -0.6303], [0.3400, -5.6077, 1.6224], [2.0339, -5.0928, 1.5440], [2.5773, -7.3350, 1.5827], [-10.0976, 1.0037, -0.0726], [-10.7642, -0.2760, 0.3936], [-10.3146, -1.3970, -0.3651], [-10.3067, 1.1793, -1.1293], [-10.4475, 1.8631, 0.5021], [-9.0127, 0.9292, 0.0377], [-11.8438, -0.2171, 0.2668], [-10.5534, -0.4554, 1.4530], [-9.3628, -1.4640, -0.2418], [-6.6978, 3.8121, -1.0374], [-6.0106, 4.3537, -2.2775], [-6.2717, 5.7393, -2.4658], [-7.7753, 3.9636, -1.1005], [-6.5006, 2.7458, -0.9134], [-6.3492, 4.3350, -0.1433], [-6.3728, 3.8439, -3.1696], [-4.9254, 4.1995, -2.2116], [-5.9489, 6.2092, -1.6918], [0.7888, -0.3481, 5.2939], [2.0631, -0.9073, 4.6945], [2.7692, 0.0655, 3.9271], [0.1453, 0.0490, 4.5092], [0.2472, -1.1245, 5.8351], [0.9928, 0.4720, 5.9861], [1.8304, -1.7161, 4.0025], [2.7149, -1.3046, 5.4774], [3.0020, 0.8052, 4.4958]], "atomic_forces_ev_per_a": [[-0.2, 0.0, 0.4], [0.5, -0.3, -0.1], [0.0, 0.0, -0.2], [0.4, 0.3, 0.0], [-0.2, 0.1, 0.6], [-0.7, 0.3, -0.7], [0.7, -0.3, 0.7], [-0.3, -1.5, -0.6], [0.5, 1.3, -0.2], [0.1, 0.1, 0.4], [-0.2, 0.1, -0.4], [-0.1, 1.1, -1.2], [-1.2, 0.2, 0.5], [1.0, 0.2, 0.2], [-0.8, -0.5, -0.3], [-0.9, -1.1, 0.8], [0.4, 1.4, -1.3], [-1.7, 3.6, -5.6], [0.6, 0.2, -1.6], [-0.1, -0.2, 0.5], [-0.2, 0.3, 0.2], [0.0, 0.2, 0.3], [0.1, -0.1, -0.1], [0.0, 0.0, 0.1], [-0.1, 0.1, -0.1], [-0.1, 0.0, 0.1], [0.6, 0.3, -0.2], [-0.2, -0.2, 0.2], [-0.3, -0.1, 0.2], [-0.1, -0.2, -0.3], [-0.2, -0.2, 0.4], [0.3, -0.3, 0.0], [0.1, 0.0, 0.1], [0.3, 0.3, -0.1], [0.3, 0.4, 2.1], [-0.5, -0.1, -0.3], [1.2, -1.7, 0.6], [0.0, -0.1, 0.0], [0.1, -0.3, 0.3], [0.3, -0.3, 3.1], [0.0, 0.0, 0.0], [-0.3, -0.5, 0.5], [0.6, -2.7, 1.2], [0.0, 0.0, -0.1], [0.2, -0.1, 0.1], [0.0, 0.0, -0.1], [0.0, 0.0, 0.0], [0.0, 0.0, 0.0], [0.0, 0.0, 0.1], [0.0, 0.0, -0.1], [-0.1, 0.0, 0.1], [0.1, 0.1, 0.1], [0.0, 0.1, 0.0], [-0.2, 0.1, -0.1], [0.1, 0.1, 0.0], [0.1, 0.0, 0.0], [0.0, 0.0, 0.0], [0.0, -0.1, 0.0], [0.0, 0.1, 0.1], [0.2, 0.0, -0.1], [-0.1, 0.0, 0.0], [-0.1, 0.0, -0.1], [0.4, 0.0, 0.1], [-0.3, 0.0, -0.1], [-0.1, 0.0, 0.0], [0.0, 0.0, 0.0], [0.0, 0.0, 0.0], [0.0, 0.0, 0.1], [-0.1, 0.0, -0.1], [0.0, 0.0, 0.1], [0.0, 0.0, -0.1], [0.4, -0.2, -0.1], [-0.2, 0.1, 0.1], [0.0, 0.0, 0.0], [0.0, 0.0, 0.0], [-0.1, 0.0, 0.0], [0.0, -0.1, 0.1], [-0.1, 0.1, 0.0], [0.0, 0.0, 0.0], [0.1, 0.0, -0.1], [0.3, 0.0, 0.0], [-0.1, 0.0, -0.1], [-0.1, 0.0, 0.0], [0.0, 0.0, 0.0], [0.0, 0.0, 0.1], [0.0, -0.1, 0.0], [-0.1, 0.1, 0.0], [0.0, 0.0, 0.0], [0.0, 0.0, 0.0], [0.0, 0.2, 0.3], [0.0, -0.1, -0.2], [0.0, -0.1, -0.1], [0.0, 0.0, 0.1], [0.1, -0.1, 0.0], [0.0, 0.1, -0.1], [0.0, -0.1, 0.0], [0.0, 0.1, 0.0], [0.0, 0.1, 0.0], [-0.1, 0.1, 0.2], [0.0, 0.1, -0.4], [-0.1, 0.0, 0.0], [0.0, 0.0, 0.0], [0.1, -0.1, 0.1], [0.1, 0.0, 0.0], [0.0, -0.1, 0.0], [0.0, 0.0, 0.1]]}

=====

2.
{"formula": "C21H30NO4", "method": "the ωB97M-V functional and the def2-TZVPD basis", "relative_energy_kj_mol": 52.9, "smiles": "CCCC[N@+]1(C)[C@@H]2C[C@@H](OC(=O)[C@H](CO)c3ccccc3)C[C@H]1[C@@H]1O[C@@H]12", "charge": 1, "symbols": ["C", "H", "C", "H", "H", "C", "H", "C", "H", "H", "N", "C", "H", "H", "H", "C", "C", "C", "H", "O", "C", "C", "H", "H", "C", "H", "C", "H", "H", "O", "C", "O", "C", "C", "C", "C", "C", "C", "C", "H", "H", "H", "H", "H", "H", "C", "H", "H", "O", "H", "H", "H", "H", "H", "H", "H"], "positions_angstrom": [[-6.5108, -2.6689, -0.4355], [-7.2540, -1.9890, -0.8441], [-5.4927, -1.9127, 0.4084], [-6.0045, -1.4191, 1.2362], [-4.7781, -2.6207, 0.8328], [-4.7501, -0.8646, -0.4282], [-5.4927, -0.2007, -0.8696], [-3.7696, -0.0972, 0.4582], [-3.2031, -0.8248, 1.0319], [-4.3286, 0.5218, 1.1639], [-2.8304, 0.8137, -0.2663], [-3.6772, 1.7753, -1.0117], [-3.0837, 2.5893, -1.4184], [-4.1698, 1.2637, -1.8343], [-4.4295, 2.1835, -0.3398], [-1.8523, 0.1040, -1.1607], [-0.7412, 1.1238, -1.3909], [-0.7511, 2.0152, -0.2330], [0.1410, 2.4353, 0.2103], [-1.1151, 2.4588, -1.5053], [-1.8854, 1.5294, 0.6683], [-1.2594, 0.5339, 1.6455], [-1.9877, 0.1631, 2.3648], [-0.5018, 1.0631, 2.2269], [-0.5557, -0.6363, 0.9203], [-0.5219, -1.4944, 1.6060], [-1.2065, -1.0647, -0.4091], [-1.9231, -1.8672, -0.2414], [-0.4160, -1.4774, -1.0391], [0.8004, -0.2768, 0.6495], [1.6684, -0.4725, 1.6670], [1.3230, -0.9441, 2.7160], [3.0678, 0.0236, 1.3931], [3.7281, -0.5112, 0.1446], [5.0130, -1.0345, 0.2434], [5.6773, -1.4930, -0.8800], [5.0679, -1.4337, -2.1219], [3.7898, -0.9154, -2.2308], [3.1249, -0.4557, -1.1061], [2.1232, -0.0659, -1.2008], [3.3070, -0.8661, -3.1958], [5.5848, -1.7908, -2.9989], [6.6730, -1.8974, -0.7845], [5.4969, -1.0846, 1.2075], [3.6584, -0.2834, 2.2619], [3.0477, 1.5780, 1.4041], [4.0852, 1.9294, 1.3617], [2.6026, 1.9243, 2.3406], [2.2842, 2.1448, 0.3748], [2.7338, 1.9798, -0.4634], [-2.4174, 2.3280, 1.1880], [0.1436, 0.8096, -1.9218], [-2.3482, -0.2256, -2.0748], [-4.2229, -1.3753, -1.2354], [-6.0233, -3.1835, -1.2599], [-7.0241, -3.4083, 0.1715]], "atomic_forces_ev_per_a": [[0.1, 0.1, 0.2], [-0.1, 0.0, -0.1], [0.0, 0.1, -0.3], [0.0, 0.0, 0.1], [0.1, 0.0, 0.1], [0.0, 0.0, 0.3], [0.1, 0.0, -0.1], [-0.5, -0.6, 0.2], [0.0, 0.2, 0.0], [0.2, 0.0, 0.0], [0.0, 0.1, 0.1], [-0.4, 0.8, -0.6], [-0.1, -0.2, 0.1], [0.0, -0.1, 0.1], [0.0, -0.1, 0.1], [0.6, -0.4, -0.7], [0.1, -0.7, 0.4], [0.1, -0.5, 0.6], [0.0, 0.0, 0.0], [-0.5, 1.1, -0.9], [0.6, 0.5, 0.5], [0.1, -0.1, -0.1], [0.0, 0.0, 0.0], [-0.1, 0.0, 0.0], [-0.2, -0.5, 0.5], [-0.1, 0.2, -0.2], [0.1, 0.2, 0.1], [0.0, 0.0, 0.0], [-0.1, 0.0, 0.0], [0.0, 0.0, -0.3], [0.2, -0.1, 0.3], [-0.1, 0.0, 0.1], [0.0, 0.3, -0.1], [0.0, 0.0, 0.1], [0.0, 0.0, 0.0], [0.1, 0.0, 0.0], [0.0, 0.0, 0.0], [0.0, 0.0, -0.1], [-0.1, 0.0, -0.1], [0.0, 0.0, 0.0], [0.0, 0.0, -0.1], [0.1, 0.0, -0.1], [0.1, 0.0, 0.0], [0.0, 0.0, 0.1], [-0.2, 0.0, -0.1], [0.3, -0.2, 0.4], [-0.1, -0.1, 0.1], [0.1, 0.0, 0.0], [-0.1, 0.2, -0.4], [0.0, 0.1, 0.0], [-0.1, -0.1, -0.1], [0.1, -0.1, 0.0], [-0.1, 0.1, 0.1], [0.0, 0.0, -0.1], [0.0, -0.1, -0.1], [-0.1, -0.1, 0.0]]}

=====

no.,total energy (eV),lowest unoccupied orbital energy (eV)
1,-100406.682,-4.7
2,-31937.136,-2.2